Entry 1:
25
Properties=species:S:1:pos:R:3:forces:R:3:nbo_charge:R:1 method="wB97M-V/def2-TZVPD" total_energy_ev=-50650.7071 relative_energy_ev=5.921 orbital_gap_ev=6.4 lumo_energy_ev=5.733 total_charge=-3 spin_multiplicity=1
H -2.6094 1.8153 1.1788 -1.4 -2.8 3.1 -0.022
Ca 0.2076 -0.3621 -0.0206 -0.1 0.5 -0.3 1.932
H -2.1306 1.9847 -0.5154 0.1 -2.2 -4.3 -0.049
F -2.2462 -4.5902 -0.7253 0.1 -1.7 -0.5 -0.567
F 2.0127 2.3365 -1.8781 0.9 0.1 1.3 -0.580
O 0.5506 0.4236 4.0494 0.9 -1.2 -3.4 -0.615
H -2.8573 3.3287 0.4089 -2.6 3.4 -0.5 0.010
F 2.7488 2.0475 -4.0529 0.5 0.0 -0.2 -0.572
B 1.6863 2.3566 -3.2169 -1.3 -0.9 -0.1 1.334
H 2.4427 -3.0435 -0.2766 -3.4 -3.0 0.9 -0.023
F 1.1014 3.5503 -3.5632 0.0 1.2 -0.4 -0.570
B -2.8321 -3.3576 -0.8034 0.4 0.6 0.5 1.314
F 0.6698 1.3587 -3.3228 -0.2 -0.8 -0.3 -0.604
F -4.1909 -3.3579 -0.9375 -1.3 -0.6 -0.2 -0.563
B 3.2012 -2.2915 -0.4296 -0.7 0.2 -0.1 -0.891
O -0.2757 2.2177 4.8057 -0.9 2.4 0.1 -0.535
H 4.1280 -2.8438 -0.4430 3.8 -1.7 -0.2 0.010
H 2.9451 -1.7682 -1.3377 -0.7 2.0 -4.0 -0.028
O 0.2337 0.5732 6.0551 -0.3 -0.8 4.8 -0.572
B -2.1900 2.4813 0.4407 0.4 -0.6 0.2 -0.892
H -1.2051 2.8453 0.6889 4.1 1.4 1.3 -0.023
F -2.2599 -2.5817 -1.7723 0.9 0.8 -2.3 -0.581
H 3.1888 -1.5315 0.3362 -0.1 3.1 3.6 -0.047
N 0.1514 1.1029 4.9850 0.5 -0.6 -1.5 0.729
F -2.4711 -2.6942 0.3466 0.4 1.2 2.6 -0.594



Entry 2:
17
Properties=species:S:1:pos:R:3:forces:R:3:nbo_charge:R:1 method="wB97M-V/def2-TZVPD" total_energy_ev=-24429.1794 relative_energy_ev=3.442 orbital_gap_ev=10.6 lumo_energy_ev=-0.192 total_charge=0 spin_multiplicity=1
H -0.2445 1.7666 0.2190 0.1 0.2 -0.5 0.197
H -1.6218 1.0292 -1.3943 0.1 -1.3 1.8 0.496
C 0.6825 -0.1791 -0.1982 -2.4 1.8 0.7 0.045
N 1.1663 0.4128 -1.4572 1.9 1.2 -2.6 0.500
H -0.0747 -2.0203 -1.1908 -1.5 0.2 -2.0 0.246
O -1.6643 0.4402 -0.5663 0.1 1.4 -2.0 -0.726
H -1.0391 -0.4823 2.1780 0.7 1.3 -0.6 0.212
C -1.0055 0.5719 1.7391 0.2 -2.7 -1.4 -0.638
H -2.0294 0.7596 1.6007 -1.5 0.9 0.5 0.237
H 0.0885 -2.1532 0.4805 0.2 0.7 -0.1 0.238
C -0.5653 0.7337 0.2547 1.1 -1.4 1.1 0.097
Cl 2.0547 0.0663 0.8444 0.5 0.2 1.3 0.028
O 2.1579 -0.0700 -1.9774 -0.6 -0.6 0.3 -0.358
C 0.4690 -1.6174 -0.4104 0.6 -1.5 2.4 -0.659
O 0.6650 1.4298 -1.8995 -0.8 -0.1 0.2 -0.381
H 1.4577 -1.9781 -0.5430 0.9 -0.7 -0.2 0.245
H -0.4971 1.2902 2.3207 0.4 0.5 1.0 0.221



Entry 3:
17
Properties=species:S:1:pos:R:3:forces:R:3:nbo_charge:R:1 method="wB97M-V/def2-TZVPD" total_energy_ev=-8427.5308 relative_energy_ev=3.710 orbital_gap_ev="8.2 / 8.0" lumo_energy_ev="0.956 / 0.933" total_charge=0 spin_multiplicity=1
C -0.6495 -0.8816 -0.1507 0.0 0.0 0.0 -0.450
C 0.9563 0.8508 1.9652 0.5 -0.2 -0.1 -0.211
O -0.2593 1.3317 1.9896 -0.1 0.2 0.6 -0.338
H 1.3269 0.3137 1.1030 0.0 0.1 0.1 0.163
H -1.6076 -1.3926 -0.3108 0.1 0.1 0.0 0.222
H 0.9950 0.2711 -2.1700 0.0 -0.2 0.0 0.190
C -0.8633 0.6486 -0.2313 0.0 0.0 -0.1 -0.497
H -2.0767 1.8112 1.3288 0.1 -0.1 0.0 0.177
C -1.1741 1.2756 1.0712 -0.4 -0.1 -0.5 0.085
H -0.3469 -1.1681 0.8668 0.0 0.1 -0.1 0.222
C 1.0874 -0.7998 -2.0107 -0.1 -0.1 0.1 -0.418
C 0.3657 -1.4553 -1.1044 0.1 0.1 -0.1 -0.165
H -1.6602 0.8840 -0.9434 0.1 0.0 0.1 0.230
H 0.5126 -2.5320 -1.0128 0.0 0.1 0.0 0.199
H 1.5284 1.0424 2.8589 -0.1 0.0 -0.1 0.175
H 0.0597 1.1226 -0.6129 -0.1 -0.1 0.1 0.210
H 1.8055 -1.3222 -2.6366 -0.1 0.1 0.1 0.204



Entry 4:
71
Properties=species:S:1:pos:R:3:forces:R:3:lowdin_charge:R:1 method="wB97M-V/def2-TZVPD" total_energy_ev=-96182.5095 relative_energy_ev=0.301 orbital_gap_ev=6.9 lumo_energy_ev=2.101 total_charge=-1 spin_multiplicity=1
C 2.6906 1.7855 2.0520 0.0 -0.3 0.0 -0.278
C -2.3256 -3.5858 -2.7157 0.0 0.0 0.0 -0.150
C -2.2322 2.9859 -2.1705 0.1 -0.1 0.0 -0.266
O 5.0711 2.0427 1.5457 0.1 -0.2 0.0 -0.094
C -2.6671 4.5900 -3.9303 0.0 0.0 0.0 -0.102
C -1.3264 2.1339 -1.4508 -0.1 0.2 0.0 -0.173
H -3.4541 -0.5557 3.2207 0.0 0.0 0.0 0.102
H -2.3023 5.1974 -4.7497 0.0 0.0 0.0 0.094
C 3.1226 -1.6107 -2.1425 0.0 -0.3 0.0 -0.100
H 5.9884 1.8474 -0.2442 0.0 0.0 0.0 0.087
H 5.0157 4.0644 3.0269 0.0 0.0 0.0 0.111
C 3.5463 -2.5917 -0.0261 0.0 0.1 -0.1 -0.110
C -0.5563 1.4100 -0.8402 -0.1 0.1 0.0 -0.108
O 3.9258 0.3542 -3.1405 0.0 0.0 0.0 0.024
C -2.6492 -3.1936 1.2771 -0.1 0.0 0.0 -0.032
N -1.1250 -0.1252 2.5022 0.1 0.2 0.1 0.077
C 4.9894 1.6921 0.1608 0.0 0.1 0.1 -0.063
O 2.0890 -1.9125 1.7483 -0.1 -0.1 0.0 0.093
H -3.9382 2.4192 -1.0110 0.0 0.0 0.0 0.110
C 2.9610 4.0721 3.7136 0.0 0.0 -0.1 -0.116
H -5.5336 -1.8930 3.4817 0.0 0.0 0.0 0.094
C -3.8055 -3.9496 1.4218 0.0 0.0 0.0 -0.094
C 3.0665 -2.5023 1.3919 0.1 0.0 0.0 -0.478
H 3.5406 -3.0009 3.1225 0.1 0.0 0.0 0.135
H 4.1161 -2.0346 -2.2865 0.0 0.0 0.0 0.126
H -0.7354 3.7443 -3.4980 0.0 0.0 0.0 0.114
H 0.8940 3.7707 4.1829 0.0 0.0 0.0 0.100
H -4.7021 5.2583 -4.1310 0.0 0.0 0.0 0.090
C -1.6638 -1.3863 -2.0268 0.1 0.0 0.0 -0.201
H -1.8847 -0.3547 -1.7776 0.0 0.0 0.0 0.060
C -4.0136 4.6258 -3.5845 0.0 0.0 0.0 -0.117
C 4.0475 3.5796 2.9824 0.0 0.0 0.0 -0.022
O -0.4760 -1.5591 0.7966 -0.5 0.0 0.4 -0.231
O 2.5928 0.7091 1.3263 0.2 0.4 0.0 -0.223
H -1.8368 -3.5258 0.6428 0.0 0.0 0.0 0.106
H 3.7224 -3.6451 -0.2699 0.0 0.0 0.0 0.147
C 3.9317 2.4673 2.1767 0.0 0.3 -0.1 -0.226
C -4.7218 -2.2643 2.8678 0.0 0.0 0.0 -0.094
H -5.5148 3.8613 -2.2542 0.0 0.0 0.0 0.094
N -0.3905 -1.7587 -1.9008 0.1 0.1 -0.1 0.066
H 4.2756 2.3169 -0.3753 0.0 0.0 0.0 0.102
Lu 0.9675 -0.0835 0.1339 1.0 -0.3 -0.5 1.653
C -1.2762 -1.1631 1.7308 -0.2 -0.3 -0.1 -0.470
H 4.5070 -2.0683 -0.0841 0.0 0.0 0.0 0.151
C 1.6014 2.2926 2.8022 -0.3 -0.1 0.1 -0.139
C -3.5869 3.0312 -1.8321 -0.1 0.0 0.0 -0.050
C -4.8451 -3.4869 2.2174 0.0 0.0 0.0 -0.109
C -1.7843 3.7795 -3.2341 0.0 0.0 0.0 -0.042
H -0.3841 1.8924 3.6297 0.0 0.0 0.0 0.121
I -4.6250 -1.6163 -2.5226 0.0 0.0 0.0 0.855
O 3.8857 -3.1639 2.2305 -0.1 0.1 0.1 0.124
H 0.9628 -3.2966 -2.0236 0.0 0.0 0.0 0.093
H -3.0844 -4.2942 -3.0203 0.0 0.0 0.0 0.093
O 2.4000 0.5259 -1.4901 0.0 0.0 -0.2 -0.167
H -0.6859 -4.9787 -2.8012 0.0 0.0 0.0 0.101
C -2.5191 -1.9743 1.9336 0.0 0.1 -0.1 -0.136
C 1.7516 3.4243 3.6159 0.0 0.0 0.0 -0.078
C -2.6534 -2.2744 -2.4225 0.0 0.0 0.0 -0.716
C -3.5657 -1.5113 2.7269 0.0 0.0 0.1 -0.034
N 0.0656 0.5315 2.1861 -0.4 -0.1 0.0 -0.106
H 3.0738 4.9494 4.3372 0.0 0.0 0.0 0.087
C -0.0727 -3.0200 -2.1781 -0.1 0.0 0.1 -0.137
C 3.1758 -0.0945 -2.2815 -0.1 0.3 0.1 -0.668
H 4.6863 0.6578 0.0295 0.0 -0.1 0.0 0.063
H 2.4601 -1.9986 -2.9180 0.0 0.0 0.0 0.118
C 0.3417 1.5635 2.8844 0.3 0.2 0.1 -0.072
O 2.5872 -2.0117 -0.8686 0.0 0.0 0.1 -0.207
H -3.8984 -4.8977 0.9057 0.0 0.0 0.0 0.095
C -0.9986 -3.9638 -2.5935 0.0 0.0 0.0 -0.063
H -5.7510 -4.0712 2.3249 0.0 0.0 0.0 0.092
C -4.4680 3.8423 -2.5328 0.1 0.0 0.0 -0.103



Entry 5:
13
Properties=species:S:1:pos:R:3:forces:R:3:nbo_charge:R:1 method="wB97M-V/def2-TZVPD" total_energy_ev=-7795.3180 relative_energy_ev=4.326 orbital_gap_ev="8.4 / 7.7" lumo_energy_ev="-0.073 / -0.576" total_charge=0 spin_multiplicity=1
O 0.9965 -0.8191 0.9715 0.3 0.4 0.7 -0.316
H -1.1627 0.7274 0.3488 -0.1 0.0 -0.1 0.204
H -0.0109 -2.5269 0.7740 0.1 0.1 -0.1 0.182
H 0.4012 -1.5722 -0.8397 0.0 0.0 0.1 0.181
H -2.3936 -0.1325 -0.6269 0.1 0.1 0.0 0.210
C 0.4235 -1.6949 0.2387 -0.4 -0.6 -0.6 -0.017
H -2.5087 1.6291 -0.3872 0.1 -0.1 0.0 0.217
N 1.6946 0.7502 -1.9280 0.0 -0.2 1.1 -0.320
C 1.5968 0.3061 0.5953 0.1 0.1 -0.1 -0.101
H -1.2149 0.9563 -1.4198 -0.1 0.0 0.1 0.226
C 1.6832 0.5942 -0.7708 0.0 0.2 -1.0 0.173
C -1.8199 0.7922 -0.5246 0.0 0.0 0.0 -0.859
H 2.0162 0.8838 1.4006 0.0 0.0 -0.1 0.220



Entry 6:
71
Properties=species:S:1:pos:R:3:forces:R:3:lowdin_spin:R:1 method="wB97M-V/def2-TZVPD" total_energy_ev=-57783.1830 orbital_gap_ev="4.2 / 6.1" lumo_energy_ev="-0.341 / -0.342" total_charge=0 spin_multiplicity=2
H -2.4871 -1.9669 -4.4938 0.0 -0.1 0.1 -0.004
C -2.8102 1.1148 1.6075 0.0 0.1 -0.2 0.000
C 1.3532 -3.0043 2.9954 0.0 -0.1 0.1 0.000
H 5.2612 0.4623 -2.3669 -0.1 0.0 0.1 0.000
C 5.1341 -0.6913 -0.5581 0.0 -0.1 0.0 0.000
H 1.6873 1.6093 -2.4164 0.0 0.0 0.0 0.003
H 3.7278 -3.7565 -2.5844 0.0 0.0 0.0 0.000
C -2.4561 1.2455 -5.5285 0.0 0.0 0.1 0.019
H -4.6948 1.4358 2.5897 0.0 0.0 0.0 0.000
C -0.7789 1.8676 -2.3285 0.0 -1.1 0.5 0.220
N 0.7864 -0.7710 1.4905 0.1 0.3 -0.2 -0.002
H -4.0796 -1.9812 -1.0148 0.0 0.0 0.0 0.000
H -4.9564 -5.8949 -2.5277 0.1 0.1 0.0 0.000
C -4.6634 -3.9275 -1.7156 0.0 0.1 0.0 0.000
H -4.1620 -0.1635 4.4264 0.0 0.0 0.0 0.000
N 2.4484 -0.0581 -0.6175 0.2 0.1 -0.2 -0.004
C -4.2738 -5.0593 -2.4178 0.1 0.0 0.0 0.001
C -1.8870 1.8364 -4.4355 0.0 -0.2 0.0 0.092
C 2.9291 -0.8494 0.3399 -0.1 -0.1 0.1 0.000
C 1.0014 -1.8524 -3.2661 0.1 0.0 -0.1 0.002
C -3.7797 -2.8629 -1.5726 0.0 0.0 0.0 0.001
H -4.0863 2.4265 0.4748 0.0 0.0 0.0 0.000
C -2.2939 -0.9033 -4.4637 0.0 0.1 0.0 0.001
C 3.2652 0.4127 -1.5637 -0.1 0.0 -0.1 0.000
H 2.6841 0.7645 -3.5995 0.0 0.0 0.1 0.000
C 1.9828 -3.5957 -1.3357 -0.1 0.0 0.0 0.001
C 0.7351 -3.0085 -1.1775 0.0 0.0 -0.1 0.001
Hg -0.0746 0.7511 -0.5125 -0.1 -0.1 -0.1 0.000
C -3.0024 -5.1167 -2.9777 0.0 0.1 0.0 0.000
C -2.2522 -0.6722 3.5923 -0.1 -0.1 0.2 0.000
H -1.1388 -4.1083 -3.2879 0.0 0.0 0.0 0.000
C -0.0870 -1.1970 2.4006 -0.3 0.1 0.0 0.000
C 2.2573 -2.5467 2.0610 0.1 -0.1 0.0 0.000
C 1.9471 -1.4039 1.3337 0.2 0.2 -0.1 0.000
H -2.6938 -5.9982 -3.5307 0.0 0.1 0.0 0.000
H 2.3606 -4.2783 -0.5796 0.0 0.1 -0.1 0.000
H 4.6688 -1.7441 1.2493 -0.1 0.0 -0.1 0.000
C 2.6999 1.2976 -2.6446 0.2 -0.1 0.1 0.003
H -5.6542 -3.8744 -1.2745 0.1 0.0 0.0 0.000
C -1.7131 -0.3539 -3.3153 -0.1 0.1 0.1 0.138
C 0.2258 -2.1411 -2.1495 -0.1 -0.1 0.1 0.010
H 2.8613 -2.1923 -4.2929 -0.1 0.0 0.1 0.000
C 4.6245 0.0878 -1.5722 0.0 0.1 -0.1 0.000
H 3.3224 2.1866 -2.7703 0.0 -0.1 0.0 0.000
C 2.7520 -3.3022 -2.4590 -0.1 0.0 0.0 0.000
C 0.1697 -2.3163 3.1808 0.0 -0.1 0.1 0.000
H -2.7567 1.8592 -6.3702 0.0 0.0 0.0 -0.002
N -1.6578 0.4428 1.5937 -0.1 0.3 -0.2 0.000
H -2.0067 -1.3499 4.3959 0.0 0.0 0.0 0.000
H 0.1393 -3.2253 -0.2928 0.0 0.0 -0.1 0.000
C -1.3819 -0.4430 2.5385 0.2 -0.2 0.0 0.000
H 1.5646 -3.8969 3.5726 0.0 0.0 0.0 0.000
C -2.6560 -0.1477 -5.5665 0.0 -0.1 0.0 0.147
O -0.5855 3.0612 -2.2446 0.0 0.7 -0.2 0.219
C 4.2761 -1.1662 0.4235 0.1 0.0 0.1 0.000
P -1.4384 -1.4070 -1.8612 0.0 -0.3 -0.1 0.026
C -3.4591 0.0088 3.6198 0.0 -0.1 0.0 0.000
C -3.7545 0.9012 2.6099 0.0 0.0 -0.1 0.000
C -2.5016 -2.9014 -2.1367 -0.1 0.1 0.0 0.002
H -2.7465 1.7242 -0.4561 0.0 0.0 0.0 0.002
H -0.5494 -2.6745 3.9000 0.0 0.0 0.0 0.000
H 3.1691 -3.0941 1.8765 0.0 0.1 0.0 0.000
H 0.6133 -1.1720 -4.0188 0.0 -0.1 0.0 0.001
C -2.1225 -4.0470 -2.8389 -0.1 0.0 0.0 0.001
C 2.2614 -2.4278 -3.4187 0.0 0.1 0.0 0.000
H 6.1903 -0.9345 -0.5231 -0.1 0.0 0.0 0.000
C -1.4579 1.0731 -3.2893 0.0 0.3 -0.2 0.100
C -3.0400 2.1240 0.5133 -0.1 -0.1 0.2 0.003
H -2.4311 3.0134 0.6923 0.0 0.0 0.0 0.000
H -1.7219 2.9060 -4.4084 0.0 0.0 0.0 0.007
H -3.1011 -0.6263 -6.4334 0.0 0.1 0.1 0.011